Version one
One molecule with the formula C5H11NO2. Source: the OMol25 dataset; level of theory: ωB97M-V/def2-TZVPD.

Each line ends with the Löwdin charge.
Atoms and positions in Å:
H  1.31  0.77  2.34  0.10
H  0.41  -2.07  -2.13  0.05
H  0.03  -0.69  0.97  0.12
H  -2.60  0.49  -0.95  0.12
N  1.35  0.48  0.15  -0.10
H  -0.57  0.50  -1.65  0.15
C  -0.80  -0.37  -0.95  -0.42
C  1.97  0.44  1.47  -0.14
H  2.49  -0.50  1.63  0.07
C  -0.04  0.10  0.29  -0.27
H  -1.43  -2.25  -2.08  0.12
H  1.73  1.16  -0.54  0.14
H  -1.94  1.21  1.20  0.13
H  2.72  1.27  1.46  0.09
O  -2.20  -0.41  -0.82  -0.07
C  -0.91  1.43  0.78  -0.20
O  -0.48  2.53  0.89  0.07
C  -0.44  -1.81  -1.54  -0.02
H  -0.58  -2.29  -0.56  0.07

The orbital gap is 9.29 eV. As for the net charge: 0.

---

Version two
One molecule with the formula C5H11NO2. Source: the OMol25 dataset; level of theory: ωB97M-V/def2-TZVPD.

Each line ends with the Löwdin charge.
Atoms and positions in Å:
H  0.28  -0.87  -3.16  0.10
H  -0.47  -2.09  -0.39  0.07
O  -0.29  -1.94  0.55  -0.04
H  0.02  1.94  1.25  0.07
C  -0.66  1.59  0.47  -0.05
H  1.51  -0.97  0.30  0.13
C  -0.17  0.16  -1.51  -0.40
O  -0.77  1.00  -2.41  0.06
C  0.57  -0.44  2.15  -0.05
H  0.93  -1.33  2.66  0.08
C  -0.11  0.36  -0.19  -0.20
H  -0.41  -0.19  2.54  0.08
H  -0.78  2.40  -0.24  0.07
H  1.27  0.37  2.33  0.08
H  1.22  -1.29  -1.84  0.10
N  0.31  -0.99  -2.16  0.12
H  -1.63  1.40  0.94  0.09
H  -1.31  1.65  -1.95  0.09
C  0.48  -0.76  0.66  -0.41

The orbital gap is 8.68 eV. As for the net charge: 0.

---

Version three
C5H11NO2 as an isolated structure. Source: the OMol25 dataset; level of theory: ωB97M-V/def2-TZVPD.

Each line ends with the Löwdin charge.
Atoms and positions in Å:
C  0.65  0.36  -0.20  -0.20
H  2.46  -0.76  0.33  0.05
C  -0.56  -0.41  -1.66  -0.34
N  -0.73  -1.69  -1.22  -0.01
O  0.37  -2.45  -1.59  -0.07
H  0.27  -0.56  1.95  0.09
C  -0.45  1.50  1.89  -0.14
C  1.96  0.12  -0.04  -0.01
H  -2.47  -0.26  -1.70  0.11
O  -1.71  0.34  -1.65  0.00
H  -1.02  1.44  2.82  0.07
H  2.81  0.79  -0.09  0.05
H  0.32  1.30  -0.63  0.09
H  0.06  -0.22  -2.54  0.16
H  -1.27  -0.35  1.14  0.08
H  0.51  1.96  2.08  0.07
H  -1.03  2.13  1.20  0.07
H  0.11  -3.36  -1.38  0.09
C  -0.29  0.11  1.30  -0.16

The orbital gap (spin up / spin down) is 7.72 / 7.65 eV. As for the net charge: 0.

---

Version four
One molecule with the formula C5H11NO2. Source: the OMol25 dataset; level of theory: ωB97M-V/def2-TZVPD.

Each line ends with the Löwdin charge.
Atoms and positions in Å:
O  -1.45  -0.84  -0.95  -0.03
H  1.22  -1.84  -1.30  0.08
H  -0.89  -1.10  1.04  0.17
H  2.29  -0.65  -2.04  0.08
H  3.26  -0.03  -0.10  0.08
H  -3.17  -0.17  1.05  0.08
C  1.25  0.09  -0.34  -0.34
H  -2.67  1.26  0.16  0.09
H  -2.05  1.00  1.79  0.08
C  -2.34  0.51  0.87  -0.04
H  2.38  0.21  1.33  0.11
O  0.18  1.53  1.21  0.01
C  0.11  0.55  0.22  -0.26
C  -1.15  -0.26  0.30  -0.39
N  2.46  0.41  0.32  0.07
H  1.05  1.95  1.12  0.09
H  -2.31  -1.28  -0.88  0.10
H  0.52  -0.54  -2.24  0.07
C  1.32  -0.78  -1.55  -0.04

The orbital gap is 8.15 eV. As for the net charge: 0.

---

From most stable to least stable, the computed energies give version two, version four, version one, version three.

---

Version one
One molecule with the formula C5H11NO2. Source: the OMol25 dataset; level of theory: ωB97M-V/def2-TZVPD.

Each line ends with the Löwdin charge.
Atoms and positions in Å:
H  -2.03  -0.07  1.49  0.06
H  -0.99  1.18  2.93  0.12
C  0.30  -0.04  -1.87  -0.16
C  -0.01  -0.73  0.57  -0.30
H  -1.14  -1.32  2.48  0.13
C  -0.78  -0.26  -0.76  -0.13
H  -0.14  -2.66  0.40  0.02
O  -0.45  0.46  2.49  -0.11
H  0.92  -0.14  0.82  0.15
H  1.17  -0.63  -1.56  0.10
H  0.10  -0.49  -2.93  0.13
H  0.10  1.88  -2.69  0.07
H  1.01  -2.42  1.26  0.07
C  -1.15  -0.46  1.75  -0.20
O  1.22  2.04  -1.21  0.11
H  -1.50  -1.09  -1.12  0.13
N  0.57  -2.04  0.45  0.05
H  -1.52  0.49  -0.64  0.08
C  0.64  1.41  -2.00  -0.32

The orbital gap is 9.97 eV. As for the net charge: 0.

---

Version two
A 2-piece molecular cluster, C5H11NO2 overall. Source: the OMol25 dataset; level of theory: ωB97M-V/def2-TZVPD.

Each line ends with the Löwdin charge.
Atoms and positions in Å:
H  2.11  -1.94  0.75  0.08
H  0.84  -2.90  -0.11  0.09
H  -0.95  -0.14  -0.10  0.11
C  1.51  -2.03  -0.15  -0.06
H  -2.50  -0.42  1.56  0.04
H  1.05  -1.00  -2.60  0.08
C  0.75  -0.35  -1.79  0.06
C  -1.22  2.14  -0.12  -0.08
H  -0.92  2.09  -1.16  0.06
H  -2.08  2.81  -0.02  0.08
N  -2.30  0.57  1.39  0.07
O  0.98  0.36  0.62  -0.18
H  2.28  -2.27  -0.89  0.09
H  0.32  0.19  2.36  0.09
C  -1.51  0.78  0.42  -0.33
H  0.14  0.49  -2.08  0.05
O  1.11  -0.18  1.95  -0.04
C  0.79  -0.77  -0.51  -0.28
H  -0.41  2.58  0.47  0.08

The orbital gap is 9.52 eV. As for the net charge: 0.

---

From most stable to least stable, the computed energies give version one, version two.

---

Version one
A 2-piece molecular cluster, C5H11NO2 overall. Source: the OMol25 dataset; level of theory: ωB97M-V/def2-TZVPD.

Each line ends with the Löwdin charge.
Atoms and positions in Å:
H  0.02  2.41  -0.46  0.11
O  1.63  1.70  -0.29  0.00
H  -2.83  0.16  -0.18  0.10
H  -1.28  -1.45  -1.36  0.09
H  1.71  -1.35  0.93  0.07
C  -2.13  0.29  0.64  0.00
N  -0.01  0.10  -0.76  -0.09
O  -0.91  2.14  -0.22  0.06
H  -2.57  1.01  1.33  0.09
C  1.22  0.55  -0.02  -0.52
H  0.22  0.81  1.09  0.21
H  2.63  -0.96  -0.53  0.10
C  -0.85  0.85  0.10  -0.48
H  0.43  -1.68  -1.71  0.09
C  -0.27  -1.31  -0.97  -0.08
C  2.18  -0.55  0.37  0.00
H  -0.18  -1.93  -0.07  0.08
H  2.98  -0.10  0.97  0.09
H  -1.98  -0.67  1.14  0.08

The orbital gap is 9.68 eV. As for the net charge: 0.

---

Version two
A 2-piece molecular cluster, C5H11NO2 overall. Source: the OMol25 dataset; level of theory: ωB97M-V/def2-TZVPD.

Each line ends with the Löwdin charge.
Atoms and positions in Å:
H  -1.53  -2.25  1.22  0.09
H  2.90  0.58  0.10  0.08
H  0.79  0.26  0.01  0.10
H  -1.28  -1.81  -0.51  0.09
H  3.32  -1.17  0.24  0.08
H  -0.27  2.18  1.17  0.06
H  2.53  -0.23  1.60  0.08
H  -1.96  0.33  -1.82  0.08
N  -0.59  2.20  0.20  0.14
H  -2.53  -1.02  0.46  0.10
C  2.61  -0.40  0.52  -0.13
H  -0.28  0.22  -2.26  0.08
O  1.33  -0.73  0.00  -0.21
C  -1.53  -1.44  0.48  -0.01
H  -1.04  1.82  -2.26  0.08
C  -0.62  1.05  -0.31  -0.35
C  -0.56  -0.39  0.91  -0.39
O  -0.26  -0.06  2.01  0.08
C  -1.01  0.86  -1.75  -0.06

The orbital gap is 9.73 eV. As for the net charge: 0.

---

From most stable to least stable, the computed energies give version one, version two.

---

Version one
C5H11NO2 as an isolated structure. Source: the OMol25 dataset; level of theory: ωB97M-V/def2-TZVPD.

Each line ends with the Löwdin charge.
Atoms and positions in Å:
H  2.37  -1.00  -0.66  0.05
H  -2.41  1.70  1.74  0.07
O  -1.59  1.25  0.00  -0.30
H  -0.60  -2.06  0.23  0.09
C  0.27  1.19  0.34  -0.21
H  0.78  -1.69  1.23  0.08
H  0.16  0.59  -2.25  0.10
C  -0.10  -1.25  0.76  -0.03
H  -3.13  0.49  0.99  0.07
H  2.55  0.05  0.77  0.06
H  0.39  -1.16  -2.07  0.09
C  0.21  -0.12  -0.19  -0.42
C  -0.13  -0.29  -1.66  -0.04
N  -2.20  0.85  1.22  -0.07
C  2.13  -0.02  -0.24  0.01
H  2.49  0.78  -0.89  0.06
O  0.76  2.14  0.83  0.22
H  -0.74  -1.02  1.60  0.07
H  -1.21  -0.42  -1.74  0.09

The orbital gap is 8.47 eV. As for the net charge: 0.

---

Version two
A 3-piece molecular cluster, C5H11NO2 overall. Source: the OMol25 dataset; level of theory: ωB97M-V/def2-TZVPD.

Each line ends with the Löwdin charge.
Atoms and positions in Å:
C  0.22  0.55  -0.29  -0.18
H  -0.78  2.20  0.13  0.13
H  -0.37  0.36  -1.14  0.06
H  -1.34  -1.30  -3.72  0.13
H  0.47  2.06  1.18  0.06
H  1.51  2.63  3.69  0.11
C  -1.30  -1.30  -2.57  -0.28
H  -0.32  0.74  2.84  0.06
H  0.87  -0.82  1.41  0.08
O  -2.21  -0.76  -1.83  -0.01
H  -0.60  -2.30  -0.10  0.08
H  1.02  -2.73  -0.52  0.13
O  0.84  3.00  2.92  -0.29
C  -0.09  -1.85  -2.06  0.01
H  0.76  -1.89  -2.79  0.11
N  0.21  1.86  0.14  0.07
C  0.61  -0.63  0.33  -0.01
C  0.27  -1.89  -0.54  -0.19
H  0.23  2.06  2.91  -0.07

The orbital gap is 3.29 eV. As for the net charge: 0.

---

Version three
One molecule with the formula C5H11NO2. Source: the OMol25 dataset; level of theory: ωB97M-V/def2-TZVPD.

Each line ends with the Löwdin charge.
Atoms and positions in Å:
C  0.84  -0.97  -0.73  -0.17
H  -0.46  -2.05  3.18  0.06
H  -1.33  -0.86  -0.83  0.12
O  -0.80  1.76  -0.24  0.11
H  -0.22  2.63  -2.25  0.13
C  -0.51  1.10  -1.20  -0.52
H  1.26  -2.08  1.07  0.10
H  -0.50  -0.71  -2.34  0.12
H  1.65  -0.33  -1.10  0.11
C  -0.12  -0.58  1.71  -0.29
H  0.83  -1.05  3.49  0.06
C  1.05  -1.04  0.82  -0.17
N  -0.07  -1.13  3.06  -0.02
H  -0.06  0.48  1.82  0.09
O  -0.11  1.67  -2.37  0.09
H  1.92  -0.45  1.12  0.10
H  -1.10  -0.82  1.30  0.10
H  1.05  -1.96  -1.13  0.10
C  -0.46  -0.40  -1.30  -0.12

The orbital gap is 9.55 eV. As for the net charge: 0.

---

From most stable to least stable, the computed energies give version three, version one, version two.

---

Version one
C2H5N3O as an isolated structure. Source: the OMol25 dataset; level of theory: ωB97M-V/def2-TZVPD.

Each line ends with the Löwdin charge.
Atoms and positions in Å:
H  2.45  0.50  0.85  0.10
O  -1.79  -1.46  0.37  0.05
N  -1.89  0.71  -0.35  0.18
N  2.23  0.08  -0.06  0.05
C  -1.29  -0.36  0.22  -0.64
H  0.44  -1.26  0.47  0.21
H  -1.37  1.56  -0.46  0.10
H  -2.88  0.67  -0.51  0.11
N  0.08  -0.09  0.56  0.04
H  3.01  -0.05  -0.69  0.09
C  1.01  -0.31  -0.40  -0.29

The orbital gap is 9.49 eV. As for the net charge: 0.

---

Version two
One molecule with the formula C2H5N3O. Source: the OMol25 dataset; level of theory: ωB97M-V/def2-TZVPD.

Each line ends with the Löwdin charge.
Atoms and positions in Å:
H  0.46  2.52  -2.00  0.03
N  -0.26  2.17  -1.37  0.08
O  -1.41  -0.93  1.48  0.08
C  -0.40  -0.68  0.66  -0.54
H  0.76  -2.26  1.31  0.12
H  1.47  -1.27  0.10  0.10
H  -1.84  -0.07  1.14  0.14
N  -0.66  0.41  0.02  0.05
C  0.13  1.06  -0.87  -0.35
N  0.65  -1.54  0.61  0.19
H  1.10  0.58  -1.10  0.11

The orbital gap is 9.74 eV. As for the net charge: 0.

---

From most stable to least stable, the computed energies give version two, version one.

---

Version one
One molecule with the formula C2H5N3O. Source: the OMol25 dataset; level of theory: ωB97M-V/def2-TZVPD.

Each line ends with the Löwdin charge.
Atoms and positions in Å:
H  -1.81  -2.08  -0.38  0.10
H  -0.37  -2.40  -0.76  0.12
C  0.56  0.82  1.03  -0.23
N  0.11  0.41  -1.21  0.08
C  0.75  1.17  -0.42  -0.11
N  -0.67  -0.33  -0.53  -0.24
H  1.15  2.01  -0.84  0.08
N  -1.04  -1.57  -0.87  0.04
O  -0.23  -0.31  0.98  -0.09
H  1.61  0.71  1.37  0.11
H  -0.07  1.56  1.63  0.14

The orbital gap is 9.39 eV. As for the net charge: 0.

---

Version two
One molecule with the formula C2H5N3O. Source: the OMol25 dataset; level of theory: ωB97M-V/def2-TZVPD.

Each line ends with the Löwdin charge.
Atoms and positions in Å:
C  -0.45  -0.94  0.59  -0.62
H  -0.71  -0.47  -1.34  0.09
C  0.05  0.38  1.16  -0.11
H  0.12  0.01  2.27  0.15
N  -0.74  -1.21  -0.64  0.17
O  -0.53  -1.78  1.42  0.05
H  1.16  2.28  -0.87  0.02
H  1.03  0.89  -1.40  0.11
H  -1.03  -2.11  -1.06  0.15
N  0.58  1.36  0.65  -0.02
N  0.50  1.58  -0.78  0.00

The orbital gap is 10.42 eV. As for the net charge: 0.

---

Version three
C2H5N3O as an isolated structure. Source: the OMol25 dataset; level of theory: ωB97M-V/def2-TZVPD.

Each line ends with the Löwdin charge.
Atoms and positions in Å:
C  1.09  1.00  -0.64  -0.07
O  -0.91  -1.08  -1.28  0.09
N  0.26  0.21  0.25  -0.06
H  0.78  2.05  -0.60  0.08
N  -0.87  -0.42  2.35  -0.06
C  -0.56  -0.69  -0.05  -0.33
H  -0.01  0.25  1.59  0.11
H  -1.62  -1.73  -1.21  0.11
N  -1.32  -1.16  1.57  -0.04
H  1.03  0.65  -1.67  0.08
H  2.13  0.94  -0.31  0.08

The orbital gap is 8.82 eV. As for the net charge: 0.

---

From most stable to least stable, the computed energies give version two, version three, version one.